The following is a DFT calculation (ωB97M-V/def2-TZVPD) of a gas-phase ion, C25H32N3 (charge +1) at a distorted geometry.

Element x y z (Å)
C: 3.48671 4.50327 -5.62110
C: 2.70483 3.60498 -4.69315
C: 2.05916 2.46286 -5.19154
C: 1.37707 1.59563 -4.35040
C: 1.31977 1.83956 -2.95720
C: 0.72471 0.93040 -2.03447
C: 0.71563 1.09076 -0.67302
C: -0.17134 0.31501 0.17155
C: -0.35685 0.86928 1.54518
C: -0.34216 0.05412 2.69931
C: -0.39562 0.62819 3.97443
C: -0.49115 2.00977 4.13712
C: -0.53897 2.63831 5.48409
C: -0.55796 2.80321 2.99974
C: -0.52173 2.25828 1.72962
N: -0.14104 -1.40525 0.46310
C: -1.09561 -2.36912 0.53538
N: -2.43872 -2.05095 0.52469
C: -3.02117 -0.76921 0.88815
C: -3.37988 -3.10264 0.82531
C: -2.99157 -4.31401 0.05692
C: -1.60333 -4.77539 0.45155
N: -0.69907 -3.63715 0.56235
C: 0.71509 -3.98744 0.72993
C: 1.58289 -2.81642 1.06474
C: 1.24898 -1.69508 0.13574
C: 1.93278 3.02343 -2.46616
C: 2.61574 3.87691 -3.32556
H: 3.91522 5.36176 -5.08771
H: 4.30419 3.94911 -6.10992
H: 2.85635 4.89028 -6.43567
H: 2.14099 2.27499 -6.26466
H: 0.91699 0.69076 -4.76575
H: 0.19773 0.07366 -2.47048
H: 1.28796 1.91591 -0.16576
H: -1.05901 -0.20977 -0.40998
H: -0.27519 -1.03536 2.59732
H: -0.36014 -0.01306 4.85396
H: -0.56397 3.73356 5.38164
H: -1.42897 2.33404 6.04979
H: 0.33937 2.38353 6.08979
H: -0.61911 3.87062 3.13986
H: -0.61535 2.90996 0.86140
H: -2.77923 0.03247 0.16537
H: -4.12806 -0.92560 0.87850
H: -2.76854 -0.45938 1.91695
H: -3.42210 -3.32406 1.88764
H: -4.36087 -2.79035 0.49905
H: -3.70511 -5.13323 0.22749
H: -2.95359 -4.07226 -1.01107
H: -1.63028 -5.29855 1.42611
H: -1.18400 -5.46500 -0.30774
H: 0.81525 -4.74453 1.51651
H: 1.06332 -4.39536 -0.22315
H: 1.40700 -2.48005 2.09195
H: 2.64409 -3.00364 0.93310
H: 1.79971 -0.76178 0.34958
H: 1.42082 -1.92498 -0.93226
H: 1.90127 3.26364 -1.40742
H: 3.10602 4.77132 -2.94077

Force components x, y, z for each atom (eV/Å):
C 0.1 0.1 -0.2
C -0.1 -0.2 -0.1
C 0.2 0.3 0.0
C 0.0 -0.2 0.4
C 1.3 1.4 -0.8
C -0.6 -0.3 1.6
C 1.0 -0.2 -1.4
C -5.0 -3.0 -0.2
C -0.5 0.2 0.9
C 0.2 0.4 0.1
C -0.1 -0.2 -0.4
C 0.0 -0.4 -0.2
C 0.0 0.5 0.6
C 0.0 -0.1 0.0
C 0.3 -0.6 -0.4
N 1.6 0.5 -0.9
C 0.2 2.5 -0.6
N 0.7 -0.1 0.3
C -0.7 1.1 0.2
C 0.1 -0.8 -0.2
C 0.3 -1.2 -0.6
C 0.0 -0.5 0.3
N 0.2 -0.4 0.3
C 0.4 -0.5 -0.3
C 1.0 0.4 0.1
C -0.3 -0.2 0.7
C 0.1 -0.3 -0.7
C -0.1 -0.1 0.1
H -0.1 -0.3 -0.1
H -0.2 0.2 0.2
H 0.1 -0.1 0.3
H -0.2 -0.1 0.3
H 0.1 0.4 0.2
H 0.0 0.3 0.2
H -0.7 -1.2 -0.6
H 0.9 3.6 0.5
H 0.1 0.7 0.2
H 0.0 0.1 -0.2
H 0.0 -0.4 0.2
H 0.2 0.0 -0.1
H -0.2 0.0 -0.1
H -0.1 0.2 -0.2
H 0.1 -0.1 0.2
H -0.2 -0.4 0.6
H 1.0 0.4 -0.1
H 0.0 -0.1 -0.5
H 0.0 0.1 0.4
H -0.2 0.2 0.0
H 0.2 0.3 -0.2
H -0.3 0.0 0.1
H 0.1 0.1 -0.4
H -0.2 0.3 0.4
H -0.3 0.0 -0.3
H 0.0 -0.3 0.1
H 0.2 0.0 -0.1
H 0.1 -0.7 0.3
H 0.1 -0.8 0.0
H -0.2 -0.1 0.3
H 0.0 0.0 -0.2
H -0.2 -0.2 0.0

For the energy above the lowest of the compared OMol25 structures with the same formula, charge and spin, the calculation gives 54.9 kcal per mole. As for the orbital gap: 7.67 eV. For the LUMO energy, the calculation gives -2.95 eV. The spin multiplicity is 1. The SMILES is Cc1ccc(/C=C/[C@H](c2ccc(C)cc2)[N+]2=C3N(C)CCCN3CCC2)cc1. Its total charge is +1. The value obtained for the maximum force is 5.86 eV/Å.